Here is a structure of composition C22H35InN10O5 from OMol25. Energies are from the ωB97M-V functional and the def2-TZVPD basis.

Structure (ORCA input):
```
! RIJCOSX wB97M-V def2-TZVPD def2/J DEFGRID3
* xyz 0 1
C -0.314 -1.313 -3.165
H 5.171 -0.120 -2.486
H 1.189 5.405 3.622
C 2.315 1.624 1.650
C -1.773 -2.523 -0.471
H -1.494 -0.881 2.821
H -1.322 2.301 -5.269
O 1.866 -0.461 -0.997
C -0.403 -3.189 -0.208
H 1.360 -1.475 3.128
H -2.924 1.540 -5.281
H -2.019 -0.629 -5.002
C 0.324 -1.790 3.127
N -2.067 1.775 -3.374
N 1.453 2.458 2.430
O 1.984 0.279 1.892
H -0.613 -4.211 0.102
C 5.802 0.018 -1.620
H 0.280 4.165 4.501
H 5.558 0.261 1.746
N -1.146 0.842 -1.364
N 0.329 -2.465 0.809
H -1.207 -1.921 -2.977
H -2.385 0.835 0.274
C 0.133 -2.881 2.079
C 7.173 0.166 -1.750
H 9.044 0.471 -0.737
C -1.191 4.951 2.336
H -0.522 0.090 -5.629
C -1.281 0.905 -2.651
C -1.401 2.710 0.181
N 3.153 -0.392 -1.111
In 0.045 -0.328 0.413
C 5.216 0.056 -0.354
C -1.944 1.529 -4.803
H 0.073 -2.208 4.101
N 3.818 -0.018 -0.128
H 2.482 -0.249 1.229
N -0.513 -0.629 2.753
H -2.037 4.485 2.850
O -2.615 -3.135 -1.106
H 2.176 1.855 0.587
C 0.850 4.370 3.588
O -0.179 -4.009 2.441
H 0.148 -3.199 -1.152
H 2.259 2.870 4.332
H 7.622 0.143 -2.734
H -0.979 5.899 2.829
C -1.280 0.165 -4.850
C 7.390 0.399 0.627
C -2.492 3.105 -2.984
C 0.301 2.920 1.854
N 0.020 4.153 2.405
H -1.014 3.417 -0.563
H -2.992 1.864 -0.994
H -3.526 3.122 -2.635
C 7.973 0.357 -0.630
H 8.006 0.560 1.503
N -0.284 2.195 0.955
C 6.019 0.246 0.766
C -2.079 1.542 -0.500
H -0.323 0.169 3.348
H -1.466 5.171 1.311
N -0.674 0.046 -3.533
O -1.916 -1.326 0.008
H -2.426 3.753 -3.859
C 1.997 3.383 3.408
H 2.893 3.877 3.022
H 0.243 -1.745 -3.996
H 0.335 -1.321 -2.303
H 3.348 1.850 1.928
H -2.159 3.203 0.783
H -1.847 3.524 -2.215
*
```

Here is a cluster of 13 separate species, C36H58O36 in total from OMol25. Energies are from the ωB97M-V functional and the def2-TZVPD basis.

Structure (ORCA input):
```
! RIJCOSX wB97M-V def2-TZVPD def2/J DEFGRID3
* xyz 0 1
H -0.400 1.385 6.064
H 5.967 3.047 0.559
O -1.285 5.416 -3.478
O 4.120 -1.869 1.232
H -6.295 -0.385 -2.307
H 1.911 -1.815 -2.937
H -4.095 1.241 -2.397
H -1.205 5.433 -2.516
H 4.990 0.830 4.421
C -0.634 3.070 0.275
H -2.553 0.593 -4.158
H -3.301 4.717 0.240
H 1.922 0.198 0.809
C -0.200 3.415 -4.643
O 1.339 -3.793 -0.739
C -2.114 -0.185 -6.527
C 5.632 -1.268 4.274
H -6.476 -1.319 4.957
O -4.665 -2.801 2.391
O -4.440 -2.136 0.347
H 1.791 -1.472 0.068
H 5.317 -3.117 -2.486
O 5.265 -2.087 3.097
O -3.386 0.528 -4.612
O 1.353 0.248 5.865
C -4.466 0.518 -1.706
C 1.796 -0.403 4.795
C 3.781 2.378 0.557
H -2.988 -0.955 0.975
O -6.328 0.349 -0.396
H 0.446 -3.250 -4.007
O -4.207 0.984 -0.378
H 0.881 -4.626 2.306
H -6.002 1.143 3.700
H -0.108 0.319 1.643
C -5.717 -0.857 4.385
H 6.401 0.563 3.301
H -4.014 -0.490 -1.917
H -3.367 -1.408 -5.202
C 5.515 0.133 3.731
C 1.505 -3.204 -4.472
H -1.773 3.517 -3.147
O 2.442 -1.387 4.872
H 4.667 4.351 0.696
O 3.005 2.291 1.826
H 0.995 2.210 3.385
H -2.090 -0.829 -7.400
H 1.635 -3.017 1.816
H 5.668 -0.473 -2.967
O -0.926 -0.040 -0.222
H 1.804 -5.599 0.219
H 0.111 3.775 -5.626
C 5.239 -2.361 -1.721
C -3.262 -2.720 2.208
O 6.421 -2.300 -0.822
O 1.487 -3.210 -5.909
O -1.180 2.693 1.447
O -0.549 0.824 -2.341
C 4.607 -1.349 2.212
O -4.269 0.911 4.702
C -1.458 4.105 -4.003
C 6.570 -1.112 -0.392
H -4.273 -0.220 -6.255
H -0.621 1.731 -3.888
H 2.095 -4.029 -4.098
H 2.991 -4.202 0.351
C 1.951 -4.512 0.353
O -0.553 2.043 -4.788
C -5.959 0.441 -1.753
C -5.278 -2.562 1.267
O -6.438 -2.616 1.028
O 5.745 -0.229 -1.018
H 3.123 2.713 -0.245
O -0.753 -3.092 -1.248
C 5.094 -0.851 -2.096
C 0.536 1.351 3.958
C -2.345 3.349 1.761
H -6.193 1.077 5.433
O 0.310 2.657 -0.296
O 4.988 3.175 2.352
O 1.108 -0.031 -1.058
C -3.570 -0.208 4.763
O 3.427 2.821 3.967
H -0.413 -1.396 1.202
C 1.992 -1.844 -4.030
O 1.278 0.158 3.706
C -2.370 4.518 0.767
H 4.841 -1.517 5.019
H -6.432 1.316 -2.214
H 1.501 -1.059 -4.556
H -0.332 0.169 -5.652
C 0.100 -3.403 -0.428
O -5.386 0.876 1.545
O 7.282 -0.770 0.510
C -3.070 -2.031 0.894
O -0.067 -3.504 0.889
C -0.034 -0.419 0.821
C 4.941 3.305 0.935
C -3.344 -0.416 -5.667
H -2.859 -2.166 2.994
C 3.797 2.692 2.816
H 3.456 -1.917 -5.235
C -0.146 0.290 -1.341
C -5.300 0.817 0.336
C 1.337 -0.476 0.227
H 4.098 1.378 0.240
H -2.360 -2.449 0.167
H -2.338 4.095 -4.717
H -2.076 5.494 1.209
O -0.934 -0.604 -5.737
H -5.875 -1.102 3.338
H 6.642 -1.635 4.608
H 1.125 2.172 5.800
O 4.604 -0.038 2.521
H -2.040 0.867 -6.831
H -3.236 2.780 1.607
H -2.263 3.592 2.791
H -2.918 -3.764 2.231
O 3.379 -1.554 -4.334
O -2.373 -0.243 4.980
C -5.648 0.651 4.601
H 4.398 -2.707 -1.177
H 0.607 3.549 -3.928
H 4.134 -0.465 -2.268
O -1.344 4.104 -0.211
H -0.524 1.258 3.573
C 0.532 1.363 5.510
O -4.339 -1.301 4.793
C 1.120 -3.916 1.500
H 0.646 -2.900 -6.244
*
```

Here is a structure of composition C3H7NO from OMol25. Energies are from the ωB97M-V functional and the def2-TZVPD basis.

Structure (ORCA input):
```
! RIJCOSX wB97M-V def2-TZVPD def2/J DEFGRID3
* xyz 0 1
C -1.426 0.009 0.258
C -0.316 0.019 -0.829
H -1.360 0.834 0.957
O 0.887 -1.449 0.579
H -2.456 0.081 -0.108
H -0.391 -0.900 -1.377
H -1.397 -1.031 0.600
H -0.318 0.914 -1.432
H 2.244 0.837 1.220
H 1.990 0.098 -0.398
C 0.943 -0.330 0.084
N 1.600 0.918 0.446
*
```

For the records above, the corresponding energy above the lowest of the compared OMol25 structures with the same formula, charge and spin values read 1.0232 1.4912 3.7970 eV.
For the records above, the corresponding lowest unoccupied orbital energy values read -0.03 0.26 0.16 eV.
For the records above, the corresponding frontier orbital gap values read 7.5 10.0 10.2 eV.